No. 1
Below is C8H10N4S as an isolated structure in a non-equilibrium geometry, with properties calculated with the ωB97M-V functional and the def2-TZVPD basis.

Computed properties:
energy = -927.8510 hartree
gap between HOMO and LUMO = 7.979 eV
HOMO energy = -8.2 eV
2S+1 = 1
lowest unoccupied orbital energy = -0.199 eV

XYZ file:
```
23
Properties=species:S:1:pos:R:3:nbo_charge:R:1
C 0.323 -2.117 -0.017 -0.663
C -0.913 -1.289 0.088 -0.085
C -1.701 -1.457 1.183 -0.176
C -2.797 -0.495 1.514 -0.242
C -3.066 0.614 0.618 0.018
C -1.258 -0.040 -0.659 0.144
C -0.348 0.294 -1.811 0.054
C 2.562 1.782 -0.696 0.277
H -0.128 -3.227 -0.109 0.251
H 1.336 -1.613 -0.885 0.267
H 0.828 -2.020 1.145 0.226
H -1.426 -2.221 1.846 0.209
H -3.281 -0.376 2.575 0.230
H -3.710 1.365 0.856 0.198
H -0.982 0.283 -2.778 0.216
H 0.813 1.325 0.237 0.391
H 4.159 2.046 0.384 0.409
H 3.073 0.740 0.950 0.370
N -2.296 0.725 -0.511 -0.418
N 0.849 0.739 -1.755 -0.202
N 1.377 1.081 -0.551 -0.489
N 3.123 1.942 0.523 -0.806
S 3.464 1.919 -2.144 -0.179
```

No. 2
Below is one molecule with the formula H2N2O3 in a non-equilibrium geometry, with properties calculated with the ωB97M-V functional and the def2-TZVPD basis.

Computed properties:
energy = -336.1797 hartree
gap between HOMO and LUMO = 10.470 eV
HOMO energy = -9.4 eV
structure (SMILES) = [O-]N1O[N@@H+]1O
2S+1 = 1
lowest unoccupied orbital energy = 1.025 eV

XYZ file:
```
7
Properties=species:S:1:pos:R:3:nbo_charge:R:1
O 0.034 1.608 1.414 -0.293
N 0.535 0.694 0.960 0.328
O -0.356 -0.588 0.899 -0.366
N -0.366 -0.140 -0.318 0.028
O 0.228 -0.857 -1.285 -0.546
H -1.251 0.207 -0.504 0.361
H 1.177 -0.924 -1.165 0.487
```

No. 3
Below is one molecule with the formula C5H6O, with properties calculated with the ωB97M-V functional and the def2-TZVPD basis.

Computed properties:
energy = -269.2129 hartree
gap between HOMO and LUMO (alpha / beta) = 8.123 / 8.124 eV
HOMO energy (alpha / beta) = -8.2 / -8.2 eV
structure (SMILES) = C=C=C(O)C=C
2S+1 = 1
lowest unoccupied orbital energy (alpha / beta) = -0.058 / -0.058 eV

XYZ file:
```
12
Properties=species:S:1:pos:R:3:nbo_charge:R:1
C 1.876 -0.333 0.995 -0.382
C 1.741 0.056 -0.270 -0.164
C 0.512 0.180 -0.811 0.329
O 0.141 -0.297 -2.006 -0.622
C -0.601 0.683 0.009 -0.255
C -1.713 -0.055 0.118 -0.409
H 0.939 -0.644 1.486 0.168
H 2.774 -0.359 1.601 0.194
H -0.808 -0.096 -2.056 0.488
H -0.477 1.605 0.564 0.235
H -2.576 0.326 0.649 0.213
H -1.807 -1.067 -0.280 0.207
```

No. 4
Below is one molecule with the formula C2ClFN2O in a non-equilibrium geometry, with properties calculated with the ωB97M-V functional and the def2-TZVPD basis.

Computed properties:
energy = -820.8974 hartree
gap between HOMO and LUMO = 11.127 eV
HOMO energy = -10.9 eV
structure (SMILES) = Fc1nonc1Cl
2S+1 = 1
lowest unoccupied orbital energy = 0.275 eV

XYZ file:
```
7
Properties=species:S:1:pos:R:3:nbo_charge:R:1
F -1.946 -0.024 0.561 -0.272
C -0.726 0.245 0.046 0.472
N -0.470 0.903 -0.993 -0.138
O 0.864 0.747 -1.211 -0.074
N 1.398 0.092 -0.283 -0.047
C 0.417 -0.326 0.452 -0.056
Cl 0.462 -1.637 1.429 0.115
```

No. 5
Below is a 2-piece molecular cluster, C3H10O2S overall in a non-equilibrium geometry, with properties calculated with the ωB97M-V functional and the def2-TZVPD basis.

Computed properties:
energy = -668.9423 hartree
gap between HOMO and LUMO = 9.825 eV
HOMO energy = -9.1 eV
structure (SMILES) = OCCCS.O
2S+1 = 1
lowest unoccupied orbital energy = 0.745 eV

XYZ file:
```
16
Properties=species:S:1:pos:R:3:nbo_charge:R:1
O 1.551 1.157 -1.208 -0.724
C 1.071 0.883 0.119 -0.062
C -0.475 0.738 0.121 -0.436
C -0.813 -0.006 1.414 -0.521
S -2.605 -0.025 1.712 -0.041
H 1.134 1.958 -1.471 0.460
H 1.545 -0.052 0.414 0.176
H 1.398 1.716 0.757 0.163
H -0.849 1.748 -0.037 0.209
H -0.691 0.158 -0.777 0.206
H -0.375 0.563 2.240 0.216
H -0.423 -1.016 1.478 0.233
H -2.848 -1.233 1.244 0.122
O 0.474 -2.389 -1.980 -0.949
H 0.561 -1.457 -1.803 0.474
H 1.344 -2.744 -2.224 0.475
```

No. 6
Below is one molecule with the formula C20H18ClNO7S2 in a non-equilibrium geometry, with properties calculated with the ωB97M-V functional and the def2-TZVPD basis.

Computed properties:
energy = -2610.8943 hartree
gap between HOMO and LUMO = 8.602 eV
HOMO energy = -8.8 eV
structure (SMILES) = COCCOC(=O)c1ccc(NS(=O)(=O)c2cc(-c3ccccc3O)c(Cl)s2)cc1O
2S+1 = 1
lowest unoccupied orbital energy = -0.231 eV

XYZ file:
```
49
Properties=species:S:1:pos:R:3:nbo_charge:R:1
C -0.095 0.141 5.428 -0.248
O -0.210 -1.180 4.839 -0.547
C 0.919 -2.021 5.212 -0.094
C 0.915 -3.293 4.367 -0.094
O 0.782 -2.991 2.960 -0.489
C 1.889 -2.421 2.395 0.808
O 2.970 -2.264 2.952 -0.646
C 1.786 -2.109 0.943 -0.305
C 0.556 -2.213 0.266 -0.101
C 0.425 -1.959 -1.091 -0.315
C 1.546 -1.646 -1.873 0.208
N 1.520 -1.398 -3.242 -0.840
S 0.218 -1.589 -4.292 2.236
O -0.310 -2.962 -4.219 -0.901
O 0.662 -1.260 -5.667 -0.908
C -0.999 -0.336 -3.806 -0.490
C -0.784 0.711 -2.973 -0.209
C -1.983 1.525 -2.886 -0.112
C -1.929 2.795 -2.099 -0.138
C -1.495 2.731 -0.769 -0.164
C -1.512 3.873 0.053 -0.244
C -1.890 5.120 -0.434 -0.184
C -2.215 5.206 -1.794 -0.266
C -2.252 4.070 -2.627 0.334
O -2.497 4.213 -3.980 -0.665
C -3.064 0.950 -3.561 -0.244
Cl -4.712 1.593 -3.468 0.056
S -2.630 -0.499 -4.400 0.545
C 2.788 -1.602 -1.255 -0.356
C 2.918 -1.811 0.116 0.472
O 4.184 -1.766 0.666 -0.692
H -0.175 0.085 6.509 0.169
H 0.891 0.586 5.194 0.167
H -0.865 0.773 5.016 0.197
H 0.861 -2.310 6.259 0.176
H 1.814 -1.438 5.076 0.187
H 0.027 -3.869 4.637 0.206
H 1.797 -3.931 4.563 0.207
H -0.323 -2.491 0.825 0.235
H -0.529 -2.047 -1.584 0.230
H 2.374 -1.470 -3.804 0.442
H 0.152 0.976 -2.496 0.261
H -1.163 1.745 -0.453 0.214
H -1.211 3.651 1.064 0.216
H -1.896 5.972 0.228 0.224
H -2.510 6.135 -2.239 0.227
H -2.573 3.335 -4.375 0.486
H 3.714 -1.367 -1.824 0.231
H 4.115 -1.945 1.640 0.516
```

No. 7
Below is a 3-piece molecular cluster, C4H16NO2 overall in a non-equilibrium geometry, with properties calculated with the ωB97M-V functional and the def2-TZVPD basis.

Computed properties:
energy = -366.9898 hartree
gap between HOMO and LUMO = 12.682 eV
charge = +1
HOMO energy = -15.4 eV
2S+1 = 1
lowest unoccupied orbital energy = -2.766 eV

XYZ file:
```
23
Properties=species:S:1:pos:R:3:nbo_charge:R:1
C 0.841 -1.090 -2.077 -0.639
C 0.618 0.266 -1.432 -0.028
N -0.380 0.025 -0.273 -0.533
C -1.822 0.027 -0.558 -0.432
C 1.852 0.803 -0.751 -0.693
H 1.217 -1.770 -1.317 0.220
H 1.584 -1.096 -2.869 0.255
H -0.079 -1.424 -2.570 0.229
H 0.192 1.088 -2.008 0.231
H -0.207 -0.840 0.240 0.448
H -0.112 0.764 0.388 0.471
H -2.336 -0.857 -0.206 0.231
H -2.277 0.886 -0.062 0.237
H -2.088 0.154 -1.610 0.234
H 2.757 0.882 -1.388 0.264
H 2.400 0.189 -0.024 0.237
H 1.761 1.852 -0.473 0.249
H -1.959 -1.480 2.932 0.506
H -2.288 -2.193 1.510 0.486
O -1.657 -1.687 2.027 -0.986
H 0.573 2.356 2.763 0.497
H 1.368 1.068 2.535 0.486
O 0.830 1.723 2.076 -0.970
```

No. 8
Below is one molecule with the formula C4H9FO in a non-equilibrium geometry, with properties calculated with the ωB97M-V functional and the def2-TZVPD basis.

Computed properties:
energy = -332.8036 hartree
gap between HOMO and LUMO = 11.271 eV
HOMO energy = -10.3 eV
structure (SMILES) = CO[C@@H](C)CF
2S+1 = 1
lowest unoccupied orbital energy = 0.975 eV

XYZ file:
```
15
Properties=species:S:1:pos:R:3:nbo_charge:R:1
C -1.860 -0.963 -0.174 -0.272
O -0.887 -0.164 0.571 -0.569
C 0.314 0.252 -0.167 0.071
C 0.594 1.839 -0.012 -0.645
C 1.297 -0.792 0.463 0.001
F 2.600 -1.077 -0.203 -0.381
H -1.712 -2.075 -0.268 0.178
H -1.591 -0.704 -1.288 0.175
H -2.957 -0.776 0.101 0.210
H 0.285 0.002 -1.341 0.180
H -0.162 2.480 -0.658 0.230
H 1.665 2.050 -0.222 0.226
H 0.599 2.092 1.076 0.220
H 0.486 -1.696 0.543 0.195
H 1.330 -0.468 1.578 0.181
```

Question: Look up the energy of the seventh one.
Answer: -366.9898 hartree

Repeat the sixth record exactly.
Below is one molecule with the formula C20H18ClNO7S2 in a non-equilibrium geometry, with properties calculated with the ωB97M-V functional and the def2-TZVPD basis.

Computed properties:
energy = -2610.8943 hartree
gap between HOMO and LUMO = 8.602 eV
HOMO energy = -8.8 eV
structure (SMILES) = COCCOC(=O)c1ccc(NS(=O)(=O)c2cc(-c3ccccc3O)c(Cl)s2)cc1O
2S+1 = 1
lowest unoccupied orbital energy = -0.231 eV

XYZ file:
```
49
Properties=species:S:1:pos:R:3:nbo_charge:R:1
C -0.095 0.141 5.428 -0.248
O -0.210 -1.180 4.839 -0.547
C 0.919 -2.021 5.212 -0.094
C 0.915 -3.293 4.367 -0.094
O 0.782 -2.991 2.960 -0.489
C 1.889 -2.421 2.395 0.808
O 2.970 -2.264 2.952 -0.646
C 1.786 -2.109 0.943 -0.305
C 0.556 -2.213 0.266 -0.101
C 0.425 -1.959 -1.091 -0.315
C 1.546 -1.646 -1.873 0.208
N 1.520 -1.398 -3.242 -0.840
S 0.218 -1.589 -4.292 2.236
O -0.310 -2.962 -4.219 -0.901
O 0.662 -1.260 -5.667 -0.908
C -0.999 -0.336 -3.806 -0.490
C -0.784 0.711 -2.973 -0.209
C -1.983 1.525 -2.886 -0.112
C -1.929 2.795 -2.099 -0.138
C -1.495 2.731 -0.769 -0.164
C -1.512 3.873 0.053 -0.244
C -1.890 5.120 -0.434 -0.184
C -2.215 5.206 -1.794 -0.266
C -2.252 4.070 -2.627 0.334
O -2.497 4.213 -3.980 -0.665
C -3.064 0.950 -3.561 -0.244
Cl -4.712 1.593 -3.468 0.056
S -2.630 -0.499 -4.400 0.545
C 2.788 -1.602 -1.255 -0.356
C 2.918 -1.811 0.116 0.472
O 4.184 -1.766 0.666 -0.692
H -0.175 0.085 6.509 0.169
H 0.891 0.586 5.194 0.167
H -0.865 0.773 5.016 0.197
H 0.861 -2.310 6.259 0.176
H 1.814 -1.438 5.076 0.187
H 0.027 -3.869 4.637 0.206
H 1.797 -3.931 4.563 0.207
H -0.323 -2.491 0.825 0.235
H -0.529 -2.047 -1.584 0.230
H 2.374 -1.470 -3.804 0.442
H 0.152 0.976 -2.496 0.261
H -1.163 1.745 -0.453 0.214
H -1.211 3.651 1.064 0.216
H -1.896 5.972 0.228 0.224
H -2.510 6.135 -2.239 0.227
H -2.573 3.335 -4.375 0.486
H 3.714 -1.367 -1.824 0.231
H 4.115 -1.945 1.640 0.516
```

Question: What is the 2S+1 in the first record?
Answer: 1

Please write out number 1 again, unchanged.
Below is C8H10N4S as an isolated structure in a non-equilibrium geometry, with properties calculated with the ωB97M-V functional and the def2-TZVPD basis.

Computed properties:
energy = -927.8510 hartree
gap between HOMO and LUMO = 7.979 eV
HOMO energy = -8.2 eV
2S+1 = 1
lowest unoccupied orbital energy = -0.199 eV

XYZ file:
```
23
Properties=species:S:1:pos:R:3:nbo_charge:R:1
C 0.323 -2.117 -0.017 -0.663
C -0.913 -1.289 0.088 -0.085
C -1.701 -1.457 1.183 -0.176
C -2.797 -0.495 1.514 -0.242
C -3.066 0.614 0.618 0.018
C -1.258 -0.040 -0.659 0.144
C -0.348 0.294 -1.811 0.054
C 2.562 1.782 -0.696 0.277
H -0.128 -3.227 -0.109 0.251
H 1.336 -1.613 -0.885 0.267
H 0.828 -2.020 1.145 0.226
H -1.426 -2.221 1.846 0.209
H -3.281 -0.376 2.575 0.230
H -3.710 1.365 0.856 0.198
H -0.982 0.283 -2.778 0.216
H 0.813 1.325 0.237 0.391
H 4.159 2.046 0.384 0.409
H 3.073 0.740 0.950 0.370
N -2.296 0.725 -0.511 -0.418
N 0.849 0.739 -1.755 -0.202
N 1.377 1.081 -0.551 -0.489
N 3.123 1.942 0.523 -0.806
S 3.464 1.919 -2.144 -0.179
```